No. 1
C25H27BNO6 | ωB97M-V with the def2-TZVPD basis set

Last column: natural (NBO) charge in e.
Positions of all 60 atoms, in Å:
C  -4.5619  0.2628  1.1634  -0.691
C  -3.2437  -0.3148  1.3172  0.455
C  -2.9560  -1.5681  1.8157  -0.346
C  -1.6512  -1.8701  1.4620  -0.063
C  -1.0657  -0.6666  0.9289  0.110
B  -0.6540  -0.9661  -1.1039  1.211
N  -1.4748  -1.2158  -2.3691  -0.483
C  -2.4788  -2.3030  -2.3059  -0.408
C  -2.0363  0.1332  -2.7579  -0.329
C  -1.1141  1.0951  -2.0508  0.777
O  -1.0326  2.2956  -2.1143  -0.478
O  -0.1919  0.3651  -1.2571  -0.746
C  -0.3363  -1.6343  -3.2890  -0.336
C  0.6315  -2.3036  -2.3709  0.767
O  1.6535  -2.8878  -2.6535  -0.491
O  0.2345  -2.1210  -1.0654  -0.721
O  -2.1261  0.2715  0.8649  -0.399
H  -5.2476  -0.5829  1.2076  0.246
H  -4.7901  0.8994  2.0151  0.276
H  -4.7437  0.8090  0.2372  0.253
H  -3.6582  -2.1899  2.3588  0.254
H  -1.0923  -2.7868  1.6612  0.261
H  -2.7271  -2.5784  -3.3382  0.229
H  -2.0546  -3.1582  -1.7711  0.250
H  -3.3598  -1.9450  -1.7492  0.228
H  -1.9816  0.3007  -3.8478  0.267
H  -3.0841  0.2353  -2.4147  0.262
H  -0.6712  -2.3035  -4.0933  0.268
H  0.1123  -0.7250  -3.7287  0.268
C  4.8690  -1.7591  -2.5539  -0.245
O  4.4854  -2.3996  -1.3170  -0.501
C  3.6890  -1.7796  -0.4118  0.349
C  2.8823  -2.5736  0.4312  -0.262
C  1.8327  -2.0007  1.1061  -0.206
C  1.4959  -0.6616  0.8618  0.015
C  0.1660  -0.1573  1.4713  -0.264
C  0.0354  1.3344  1.7728  -0.062
C  -0.1942  1.6951  3.1044  -0.148
C  0.0812  2.9964  3.5049  -0.222
C  0.3837  3.9917  2.5703  -0.009
C  0.6949  5.3796  3.0383  -0.631
C  0.3589  3.6603  1.2170  -0.194
C  0.1833  2.3261  0.8197  -0.224
C  2.4007  0.1610  0.2046  -0.214
C  3.5387  -0.3839  -0.3551  -0.304
H  5.3492  -2.5677  -3.1013  0.210
H  3.9881  -1.4074  -3.0965  0.180
H  5.5829  -0.9444  -2.3925  0.181
H  3.1184  -3.6257  0.4930  0.234
H  1.3301  -2.5845  1.8837  0.204
H  0.1720  -0.6101  2.4715  0.224
H  -0.4881  0.9271  3.8270  0.198
H  0.0803  3.2495  4.5631  0.218
H  0.9252  6.0223  2.1872  0.219
H  -0.1520  5.7990  3.5913  0.225
H  1.5519  5.3611  3.7186  0.227
H  0.5549  4.4295  0.4653  0.218
H  0.2696  2.0571  -0.2273  0.233
H  2.2406  1.2356  0.1882  0.234
H  4.2763  0.2826  -0.7872  0.227

Force components x, y, z for each atom (eV/Å):
-0.99 0.17 0.12
2.03 0.07 -0.25
-0.07 -1.11 -0.07
0.16 1.00 0.16
-2.81 -2.65 -2.68
1.72 -0.40 2.72
-1.37 0.38 -1.35
-0.51 -0.07 0.06
-0.25 -0.35 -0.31
2.18 1.65 1.26
-0.73 -2.10 -0.38
-1.52 0.35 -1.72
-0.34 0.56 -0.61
2.65 -1.43 1.40
-2.04 0.91 -0.13
-0.61 0.99 -1.42
-1.47 -0.50 -0.07
-0.24 0.20 -0.03
-0.06 0.29 0.00
0.30 0.07 0.11
0.04 -0.04 -0.38
-0.20 0.40 -0.11
-0.24 -0.02 0.42
0.02 0.17 -0.20
0.31 -0.18 -0.33
-0.17 -0.14 0.50
0.61 -0.06 -0.15
-0.04 0.26 0.30
-0.10 -0.48 0.21
-0.06 -0.26 0.83
0.36 -0.13 0.32
-0.74 0.59 -0.55
0.93 0.16 -0.54
0.40 0.39 0.38
-0.54 0.34 0.95
2.55 1.03 1.74
0.04 -0.20 0.13
0.72 0.14 0.01
-0.38 -0.08 0.00
-0.19 -0.25 -0.12
0.02 0.07 0.05
-0.01 -0.33 0.03
0.62 0.63 0.01
-0.34 -0.15 0.57
0.31 -0.42 -0.57
0.00 0.20 -0.11
0.03 0.03 0.11
-0.15 -0.11 0.00
-0.08 -0.10 0.09
-0.21 0.12 -0.50
0.28 0.21 0.02
0.35 0.28 -0.10
-0.17 -0.02 -0.14
0.00 0.06 0.17
0.13 0.03 -0.11
-0.06 0.10 -0.11
-0.14 -0.24 0.22
0.07 0.39 0.52
0.07 -0.25 -0.11
-0.07 -0.18 -0.25

## Properties
- Net charge: +1
- DFT total energy: -40808.242 eV
- Multiplicity: 1
- Gap between HOMO and LUMO: 0.23303 Eh
- E_LUMO: -3.99 eV


No. 2
C5H8N2O | ωB97M-V with the def2-TZVPD basis set

Last column: natural (NBO) charge in e.
Positions of all 16 atoms, in Å:
C  2.4105  -0.0927  -0.4595  -0.627
C  1.1603  0.0764  0.4860  -0.121
C  -0.1010  0.5831  0.0905  -0.154
N  -1.3924  1.3300  0.1997  -0.496
N  -2.6011  0.5773  -0.1568  -0.266
C  -2.4102  -0.6194  -0.2474  0.330
O  -1.3257  -1.5142  -0.0012  -0.487
C  -0.2610  -0.7235  0.4999  0.063
H  3.0474  -0.9880  -0.0952  0.224
H  3.1357  0.8077  -0.4755  0.229
H  2.1535  -0.4914  -1.3714  0.223
H  1.2147  0.2751  1.6965  0.222
H  -0.0960  0.5190  -1.1187  0.145
H  -1.3815  2.3189  -0.2192  0.377
H  -3.1991  -1.2982  -0.4421  0.175
H  -0.3542  -0.7601  1.6144  0.162

Force components x, y, z for each atom (eV/Å):
1.70 0.18 4.08
2.56 -0.82 3.28
-5.53 2.36 -7.76
0.12 3.43 1.36
3.21 4.29 0.37
0.58 -5.54 -0.05
0.67 1.52 -1.18
0.29 -1.78 4.18
-0.92 1.53 0.13
-1.51 -1.34 -0.22
-1.03 0.01 -2.48
1.22 -0.74 -3.11
0.61 -0.30 1.96
-0.48 -2.42 0.72
-1.11 -0.18 -0.37
-0.37 -0.19 -0.89

## Properties
- DFT total energy: -10335.656 eV
- Multiplicity: 1
- Gap between HOMO and LUMO: 0.34425 Eh
- E_LUMO: 0.90 eV


No. 3
C18H18F6N4PPt | ωB97M-V with the def2-TZVPD basis set

Last column: natural (NBO) charge in e.
Positions of all 48 atoms, in Å:
Pt  0.4139  -0.6712  -0.2546  1.399
C  -0.2619  0.6701  2.2949  -0.272
N  0.3863  -0.5938  1.7809  -0.368
C  1.8322  -0.6379  2.1832  -0.261
C  2.6644  0.1980  1.2365  0.193
C  3.8682  0.7785  1.5684  -0.214
C  4.5967  1.4236  0.5745  -0.089
C  4.0971  1.4860  -0.7176  -0.215
C  2.8798  0.8948  -0.9919  0.093
N  2.1931  0.2682  -0.0270  -0.478
C  -0.3772  -1.8164  2.2046  -0.260
C  -1.5200  -2.0910  1.2533  0.194
C  -2.6740  -2.7582  1.5986  -0.214
C  -3.5969  -3.0593  0.6023  -0.090
C  -3.3490  -2.6757  -0.7068  -0.215
C  -2.1803  -1.9980  -0.9953  0.090
N  -1.2967  -1.7232  -0.0266  -0.476
C  -0.9316  1.5153  1.2413  0.197
C  -1.7161  2.6119  1.5520  -0.221
C  -2.2515  3.3544  0.5109  -0.097
C  -1.9967  2.9869  -0.8054  -0.216
C  -1.2121  1.8783  -1.0477  0.062
N  -0.6997  1.1820  -0.0234  -0.456
H  -0.9861  0.4031  3.0651  0.249
H  0.5096  1.2687  2.7815  0.251
H  1.9536  -0.3233  3.2207  0.245
H  2.1656  -1.6751  2.1109  0.252
H  4.2402  0.7154  2.5821  0.256
H  5.5536  1.8691  0.8115  0.260
H  4.6405  1.9814  -1.5090  0.268
H  2.4374  0.8984  -1.9804  0.259
H  0.3096  -2.6641  2.1608  0.253
H  -0.7175  -1.7211  3.2361  0.244
H  -2.8437  -3.0537  2.6251  0.255
H  -4.5022  -3.5965  0.8515  0.260
H  -4.0477  -2.8960  -1.5009  0.267
H  -1.9224  -1.6736  -1.9958  0.261
H  -1.9032  2.8794  2.5836  0.252
H  -2.8683  4.2169  0.7253  0.258
H  -2.4027  3.5462  -1.6360  0.265
H  -0.9773  1.5332  -2.0461  0.260
F  0.4928  -0.8302  -2.2034  -0.663
P  0.3453  -0.3838  -4.4064  2.695
F  0.2856  1.1062  -3.8325  -0.568
F  -1.1971  -0.5059  -4.0485  -0.560
F  0.2276  -0.0561  -5.8995  -0.527
F  1.9107  -0.3187  -4.2348  -0.547
F  0.4281  -1.9436  -4.4659  -0.534

Force components x, y, z for each atom (eV/Å):
0.01 0.23 0.63
-0.04 0.09 0.15
-0.06 0.04 -0.09
0.17 -0.06 0.07
-0.09 0.01 0.01
-0.06 -0.02 0.06
0.01 0.02 -0.07
0.06 0.01 0.09
-0.04 0.01 0.04
0.13 -0.07 -0.41
-0.06 -0.15 0.04
0.05 0.07 0.00
0.06 0.02 0.06
-0.02 0.00 -0.06
-0.03 -0.03 0.07
0.00 -0.01 0.06
-0.08 -0.09 -0.38
0.04 -0.09 0.02
0.03 -0.04 0.02
-0.01 0.02 -0.06
-0.02 0.03 0.04
-0.01 0.02 0.12
-0.09 0.03 -0.37
0.03 -0.02 0.01
0.01 -0.01 -0.03
-0.01 0.01 -0.02
-0.04 0.00 -0.02
0.01 0.01 0.00
-0.01 0.02 0.00
0.00 -0.01 -0.01
-0.02 -0.04 0.01
0.02 0.03 -0.01
0.00 0.02 -0.02
-0.01 0.00 0.00
-0.01 0.02 0.00
0.01 -0.01 0.00
0.04 0.02 0.01
0.00 0.00 0.00
0.00 0.00 0.00
0.00 0.00 0.00
0.02 -0.02 -0.01
0.06 -0.16 0.07
0.00 0.25 -0.57
0.00 -0.07 0.12
0.04 -0.02 0.13
0.00 -0.02 0.04
-0.06 -0.04 0.12
-0.01 0.01 0.13

## Properties
- Net charge: +2
- DFT total energy: -53749.895 eV
- Multiplicity: 2
- Gap between HOMO and LUMO (alpha / beta): 0.34791 / 0.30087 Eh
- E_LUMO (alpha / beta): -6.45 / -8.27 eV


No. 4
C4H8N2O | ωB97M-V with the def2-TZVPD basis set

Last column: natural (NBO) charge in e.
Positions of all 15 atoms, in Å:
C  -0.5765  -1.7085  0.5988  0.324
C  0.8084  0.1574  0.5794  0.233
C  0.3735  1.1753  1.5688  -0.670
C  -0.3017  0.0590  -2.1716  -0.443
N  -1.1839  -1.1713  -0.3208  -0.279
N  -0.7770  0.0380  -0.7867  -0.280
O  0.6031  -1.1259  0.9674  -0.511
H  -0.9457  -2.4278  1.2386  0.188
H  1.7643  0.2718  0.1973  0.167
H  0.0825  2.1602  1.0824  0.232
H  1.1444  1.3632  2.3766  0.215
H  -0.4082  0.7895  2.1188  0.219
H  -0.1312  -1.0018  -2.6357  0.198
H  -1.0054  0.5934  -2.6967  0.198
H  0.5536  0.8274  -2.1166  0.209

Force components x, y, z for each atom (eV/Å):
1.46 1.84 0.46
-3.79 -0.39 -0.90
1.70 2.09 -0.37
2.17 -0.98 1.05
-2.33 0.95 -2.87
2.80 -0.35 2.72
1.29 -0.74 1.36
-0.42 -1.86 0.84
1.67 0.23 -1.29
0.39 -1.23 0.61
-0.35 -0.04 -1.11
-2.19 -0.66 0.91
0.20 2.14 0.83
-1.93 0.79 -1.70
-0.67 -1.80 -0.56

## Properties
- DFT total energy: -9301.279 eV
- Multiplicity: 1
- Gap between HOMO and LUMO: 0.34016 Eh
- E_LUMO: 1.03 eV


No. 5
C17H16Br2CrF3N3O3Se2 | ωB97M-V with the def2-TZVPD basis set

Last column: natural (NBO) charge in e.
Positions of all 47 atoms, in Å:
Cr  0.4047  -0.3971  0.6802  0.973
Br  7.0534  -0.7740  0.7604  0.171
C  5.1929  -0.6108  0.7491  -0.023
C  4.5792  0.4749  1.3546  -0.260
C  3.2005  0.5399  1.3313  0.107
N  2.4422  -0.3892  0.7423  -0.461
C  3.0436  -1.4296  0.1299  0.282
C  4.4177  -1.5777  0.1227  -0.256
C  2.1235  -2.3555  -0.5737  0.170
C  2.5371  -3.4913  -1.2456  -0.234
C  1.5829  -4.2385  -1.9249  -0.028
Br  2.0962  -5.7799  -2.8483  0.167
C  0.2574  -3.8315  -1.9210  -0.253
C  -0.0729  -2.6941  -1.2098  0.096
N  0.8358  -1.9800  -0.5454  -0.430
H  5.1545  1.2523  1.8344  0.259
H  2.6776  1.3612  1.8009  0.229
H  4.8895  -2.4148  -0.3672  0.247
H  3.5701  -3.8028  -1.2489  0.246
H  -0.5028  -4.3829  -2.4538  0.259
H  -1.0937  -2.3381  -1.1561  0.236
C  -0.7029  0.5173  4.0830  -0.780
Se  0.0070  1.4006  2.5138  0.442
C  -1.4773  2.6232  2.1370  -0.540
C  -2.8502  2.0167  1.8848  -0.594
Se  -3.1784  1.6357  -0.0002  0.280
C  -4.5036  0.2476  0.2786  -0.780
H  -0.9006  1.2775  4.8348  0.244
H  0.0610  -0.1669  4.4420  0.252
H  -1.6095  -0.0290  3.8465  0.230
H  -1.1327  3.2335  1.3014  0.245
H  -1.4889  3.2640  3.0194  0.238
H  -3.6013  2.7309  2.2232  0.238
H  -3.0013  1.0997  2.4530  0.220
H  -5.3348  0.6316  0.8643  0.225
H  -4.0475  -0.6124  0.7628  0.223
H  -4.8703  -0.0427  -0.7035  0.238
O  -0.6483  1.7057  -2.6966  -0.477
C  -0.2296  1.2548  -1.7095  0.885
N  0.2075  0.8020  -0.6818  -0.745
F  -2.2640  -2.4249  3.8247  -0.308
C  -1.8297  -2.9613  2.6738  0.904
F  -1.1033  -4.0362  2.9544  -0.292
F  -2.8901  -3.3252  1.9566  -0.296
C  -0.9927  -1.9219  1.9047  0.690
O  0.2458  -1.8329  2.1337  -0.632
O  -1.5248  -1.1731  1.0647  -0.608

Force components x, y, z for each atom (eV/Å):
-0.22 0.17 -0.01
0.01 0.00 0.00
-0.04 0.00 0.00
-0.01 -0.02 -0.02
0.04 -0.03 0.02
0.07 -0.19 0.05
-0.01 -0.03 -0.02
-0.04 0.07 0.04
0.06 0.02 -0.02
-0.09 0.01 0.00
0.01 0.06 0.04
0.00 -0.01 0.00
0.01 0.01 -0.01
-0.01 -0.03 0.00
0.07 0.02 0.00
0.01 0.00 0.01
0.01 0.01 -0.01
0.01 -0.01 -0.01
0.01 0.01 -0.02
0.00 -0.01 0.00
0.00 0.00 -0.01
-0.01 0.06 0.02
0.03 0.09 -0.10
-0.03 -0.02 0.00
0.03 0.02 0.10
0.01 0.00 0.00
-0.04 -0.03 -0.01
0.00 -0.02 -0.01
0.00 -0.01 -0.01
-0.04 -0.01 0.00
0.02 -0.04 0.00
-0.03 -0.01 -0.02
0.00 -0.01 -0.02
0.02 -0.05 -0.03
0.00 0.00 0.00
0.01 0.02 0.01
0.00 0.02 0.00
0.06 -0.04 0.08
-0.10 0.14 -0.17
0.05 -0.12 0.08
0.05 0.00 -0.05
-0.13 -0.01 0.04
0.00 0.01 -0.01
0.06 0.01 0.00
0.11 -0.08 0.09
0.12 0.00 0.03
-0.08 0.04 -0.06

## Properties
- Net charge: +1
- DFT total energy: -335849.104 eV
- Multiplicity: 2
- Gap between HOMO and LUMO (alpha / beta): 0.22691 / 0.23461 Eh
- E_LUMO (alpha / beta): -4.48 / -4.27 eV